Entry 1:
{
  "formula": "C3H3N3O",
  "method": "wB97M-V/def2-TZVPD",
  "e_homo_ha": -0.3755,
  "gap_ha": 0.356,
  "e_tot_ev": -9674.0985,
  "e_above_lowest_kj_mol": 323.8,
  "total_charge": 0,
  "multiplicity": 1,
  "species": ["O", "N", "N", "N", "C", "C", "C", "H", "H", "H"],
  "xyz": [[-1.446, 0.367, 1.475], [1.952, -0.282, 0.558], [0.670, 1.438, -0.729], [-0.429, 1.022, -1.183], [-1.430, -0.423, 0.570], [0.974, 0.179, -0.069], [-0.379, -0.328, -0.531], [-2.176, -1.235, 0.479], [2.680, 0.435, 0.652], [-0.416, -1.173, -1.222]],
  "forces_ev_per_angstrom": [[-0.0818, -0.3535, -0.2990], [-0.3332, 0.3810, -0.2387], [-0.1940, 0.0178, -0.1945], [0.1784, 0.1657, 0.0256], [0.0168, 0.2482, 0.2713], [0.5010, -0.3094, 0.3948], [-0.1064, -0.2207, -0.0155], [0.0471, 0.0909, 0.0614], [-0.0711, -0.1580, -0.0381], [0.0431, 0.1380, 0.0327]],
  "mulliken_charge": [-0.427, -0.538, -0.261, -0.183, -0.119, 0.124, 0.355, 0.339, 0.308, 0.402]
}

***

Entry 2:
{
  "formula": "C3H3N3O",
  "method": "wB97M-V/def2-TZVPD",
  "e_homo_ha": -0.3233,
  "gap_ha": 0.341,
  "e_tot_ev": -9672.7438,
  "e_above_lowest_kj_mol": 454.5,
  "total_charge": 0,
  "multiplicity": 1,
  "species": ["O", "N", "N", "N", "C", "C", "C", "H", "H", "H"],
  "xyz": [[2.226, -0.467, 0.122], [0.000, -1.158, 0.087], [-1.293, 1.480, -0.167], [-1.996, 0.527, -0.119], [1.035, 0.140, 0.029], [0.539, 1.343, -0.082], [-1.232, -1.068, 0.035], [1.990, -1.415, 0.187], [0.803, 2.391, -0.151], [-2.072, -1.773, 0.058]],
  "forces_ev_per_angstrom": [[-0.4369, 0.4332, -0.0474], [-0.2881, 1.3816, -0.1065], [1.3851, -1.0925, 0.1462], [1.4474, -0.7565, 0.1132], [-2.1369, -1.2436, 0.0060], [-1.7697, -0.7078, -0.0175], [0.3798, 2.2499, -0.1622], [0.2662, 0.2560, -0.0109], [0.3342, -0.6242, 0.0593], [0.8189, 0.1039, 0.0198]],
  "mulliken_charge": [-0.493, -0.463, -0.140, -0.152, 0.427, -0.480, 0.082, 0.439, 0.412, 0.367]
}